1.
# C21H29N2O3

The ion C21H29N2O3 with charge +1 (ωB97M-V/def2-TZVPD, the OMol25 dataset).

Output
**SMILES string**: OCC[NH+]1CCN(C[C@@H](O)COc2ccc(-c3ccccc3)cc2)CC1
**M**: 357.47 g/mol
**HOMO level**: -10.4 eV
**Electronic energy**: -1152.60473 Eh
**Net charge**: +1
**Kohn-Sham gap**: 8.28 eV
**Relative energy (zero: lowest compared OMol25 entry of this formula, charge and spin)**: 4.85 kcal per mole

Element x y z (Å)
O1 -1.908714 -1.048961 1.561967
O2 0.141809 -2.334615 0.563731
O3 -5.115632 0.214521 -0.094656
N1 -3.346681 1.159574 2.017645
N2 -0.761911 1.670781 1.715792
C1 5.129553 0.095918 -2.794414
C2 -4.783060 0.859200 2.189734
C3 1.686916 -1.117543 -2.494568
C4 3.430279 -1.531112 -0.911306
C5 -3.062787 2.091786 0.906692
C6 2.498571 -1.933609 0.026756
C7 -2.716652 1.659107 3.259337
C8 -1.295917 2.201433 2.933350
C9 4.878771 -0.694415 -5.434346
C10 -0.671409 -0.832938 2.227872
C11 1.148310 -1.912666 -0.292008
C12 0.023690 0.466076 1.743303
C13 -5.253637 -0.236937 1.233753
C14 0.747780 -1.505001 -1.560689
C15 -1.567871 1.981198 0.553864
C16 0.229217 -2.050968 1.942790
C17 3.931390 -1.083080 -4.505653
C18 4.046480 -0.694250 -3.172947
C19 6.071387 0.489319 -3.726709
C20 5.950019 0.093983 -5.048447
C21 3.044928 -1.114206 -2.182806
H1 -3.335890 2.455158 3.677303
H2 -2.849639 0.259379 1.761419
H3 -1.416528 1.213126 -0.205539
H4 0.882472 0.637486 2.399515
H5 3.109255 -1.715189 -4.808139
H6 -4.655987 -1.146101 1.394028
H7 1.361558 -0.794267 -3.471524
H8 -0.893801 -0.772497 3.297943
H9 6.903241 1.106361 -3.421258
H10 -2.674149 0.837243 3.975580
H11 -5.610510 -0.357753 -0.689568
H12 -3.322463 3.102134 1.228528
H13 6.688211 0.398142 -5.774720
H14 -1.239352 2.937742 0.126844
H15 -0.303404 -1.513417 -1.810091
H16 -6.300077 -0.462225 1.468513
H17 -5.356743 1.772438 2.017197
H18 4.782744 -1.010026 -6.462467
H19 -0.617626 1.975817 3.755602
H20 4.478896 -1.570313 -0.659341
H21 -4.953008 0.518257 3.212195
H22 2.836299 -2.284329 0.990305
H23 0.408149 0.307434 0.733089
H24 5.220850 0.420542 -1.767838
H25 -1.342307 3.290469 2.831369
H26 -3.680255 1.820649 0.051259
H27 1.248644 -1.855971 2.276307
H28 -1.682454 -1.534957 0.747400
H29 -0.160952 -2.927927 2.468054

Forces on atoms 1 to 6 (eV/Å):
-0.2 -0.2 -0.3
0.1 -0.1 -0.3
0.0 0.1 -0.2
0.1 -0.4 -0.1
-0.1 -0.2 0.0
-0.1 -0.1 0.0

natural (NBO) atomic charge list, values in e, 4 entries: O -0.75; O -0.53; O -0.74; N -0.42

=====

2.
# C21H29N2O3PTi

A structure of composition C21H29N2O3PTi in a non-equilibrium geometry (ωB97M-V/def2-TZVPD, the OMol25 dataset).

Output
**M**: 436.31 g/mol
**HOMO level**: -20.9 eV
**Electronic energy**: -2342.16477 Eh
**Net charge**: +4
**Kohn-Sham gap**: 6.50 eV

Element x y z (Å)
Ti1 -0.066690 0.373927 0.240697
P1 1.318373 2.297316 -0.048196
O1 -0.520054 -1.843966 0.465898
O2 -1.598681 0.308119 1.268007
O3 -0.620891 -0.197477 -1.460842
N1 -1.319539 -1.664260 -3.050421
N2 -3.307928 -0.645049 2.428324
C1 -1.509479 -2.072694 1.495115
C2 1.141001 1.421488 3.862300
C3 -0.727413 -2.495203 -0.808252
C4 1.644911 1.377063 1.484264
C5 3.702799 0.442825 -3.420251
C6 -3.992435 -1.804029 3.048556
C7 2.349058 0.754234 4.104729
C8 -2.223089 -0.753277 1.757469
C9 0.785739 1.740388 2.570782
C10 3.551247 1.824401 -3.386405
C11 3.146649 -0.365772 -2.427095
C12 2.455201 0.223518 -1.386987
C13 1.237349 4.076528 0.080175
C14 -0.922737 -1.411139 -1.857659
C15 2.872207 0.713329 1.759329
C16 3.205112 0.400419 3.060980
C17 -1.647268 -3.043203 -3.489207
C18 2.842577 2.424765 -2.355678
C19 -3.981774 0.653065 2.664880
C20 2.311216 1.626253 -1.339056
C21 -1.512479 -0.611660 -4.072594
H1 -1.470754 -3.099987 -4.560084
H2 4.147531 -0.087449 3.275007
H3 -0.985123 -2.399540 2.395840
H4 0.937712 4.483775 -0.887998
H5 -1.015075 -3.777827 -2.996894
H6 4.277026 -0.015065 -4.215777
H7 -1.582165 -3.168564 -0.760147
H8 -4.963205 -1.931185 2.571440
H9 -3.494979 1.446979 2.112384
H10 2.730031 3.501484 -2.336849
H11 -3.962657 0.858526 3.734208
H12 -0.113413 2.326596 2.397448
H13 -5.017238 0.551490 2.343426
H14 -0.794628 -0.778770 -4.874007
H15 -2.198069 -2.858057 1.190162
H16 2.127939 -0.419182 -0.559905
H17 3.566452 0.490811 0.959552
H18 -1.380084 0.371718 -3.638260
H19 0.163658 -3.084476 -1.035538
H20 0.515834 1.728816 4.690671
H21 3.997098 2.438051 -4.158294
H22 -2.520613 -0.715863 -4.470940
H23 2.636360 0.530429 5.125861
H24 3.303796 -1.436147 -2.453437
H25 -3.409343 -2.715377 2.969596
H26 -2.700537 -3.247582 -3.296491
H27 -4.144461 -1.573458 4.101895
H28 0.509337 4.376477 0.833936
H29 2.226587 4.453467 0.354333

Forces on atoms 1 to 6 (eV/Å):
-1.0 -0.2 -0.3
0.2 0.0 0.0
0.0 0.1 0.0
0.2 0.0 0.0
0.3 0.1 0.3
0.0 0.0 0.0

natural (NBO) atomic charge list, values in e, 4 entries: Ti 1.80; P 1.19; O -0.57; O -0.71

=====

3.
# C21H29N3O2S

An isolated molecule of C21H29N3O2S (ωB97M-V/def2-TZVPD, the OMol25 dataset).

Output
**SMILES string**: CN(C)S(=O)(=O)NC[C@@H]1CCCN(Cc2ccc(-c3ccccc3)cc2)C1
**M**: 387.55 g/mol
**HOMO level**: -8.4 eV
**Electronic energy**: -1530.54797 Eh
**Net charge**: 0
**Kohn-Sham gap**: 9.11 eV
**Relative energy (zero: lowest compared OMol25 entry of this formula, charge and spin)**: 63.59 kcal per mole

Element x y z (Å)
S1 2.352068 2.769037 3.465418
O1 3.154837 2.482830 2.322811
O2 1.111430 3.462067 3.299238
N1 2.068563 1.329736 4.306610
N2 0.221273 -1.185432 0.478411
N3 3.276408 3.642142 4.531546
C1 -1.124496 -1.240155 1.014176
C2 2.103633 0.129963 3.491523
C3 0.459179 -2.233083 -0.496713
C4 -1.006303 -3.010865 -2.401261
C5 -3.179201 -1.837976 -7.566931
C6 -1.714109 -2.764028 -3.563194
C7 -3.967470 -0.703874 -7.667541
C8 -3.331112 -0.074687 -5.441714
C9 -0.390037 0.117835 2.983175
C10 -0.335799 -1.985604 -1.750031
C11 -0.395036 -0.702540 -2.282093
C12 -1.780030 -1.479917 -4.096149
C13 1.024239 0.083744 2.404353
C14 -4.041988 0.175712 -6.600538
C15 -2.536805 -1.213452 -5.328362
C16 -2.471893 -2.092673 -6.406791
C17 4.569553 3.048007 4.770766
C18 2.568852 4.069806 5.714240
C19 -1.111682 -0.451210 -3.434144
C20 -1.399926 0.006725 1.845627
C21 1.197069 -1.171764 1.546634
H1 -1.269437 -2.143745 1.638574
H2 1.182036 1.426964 4.781094
H3 -0.975893 -4.013247 -1.996556
H4 -4.658250 1.060416 -6.672011
H5 2.475032 3.262486 6.450301
H6 -4.520981 -0.506205 -8.573753
H7 0.227578 -3.236907 -0.093835
H8 2.196216 -1.170094 1.103360
H9 -2.416572 -0.032433 2.240804
H10 1.109728 -2.069388 2.191567
H11 -0.522452 -0.716364 3.679428
H12 -1.845235 -2.970349 -6.339995
H13 1.524821 -2.215679 -0.751001
H14 -3.113928 -2.525728 -8.397834
H15 -2.242593 -3.571166 -4.049768
H16 -1.311426 0.883527 1.203635
H17 4.957545 2.728976 3.807586
H18 -1.824048 -1.292081 0.176539
H19 3.089357 0.116028 3.023478
H20 1.160705 0.961004 1.765159
H21 -3.405007 0.606989 -4.606786
H22 0.122880 0.094307 -1.771074
H23 4.501353 2.183544 5.441147
H24 5.233775 3.794837 5.204522
H25 2.014876 -0.730364 4.162424
H26 1.581394 4.395265 5.398005
H27 -1.137158 0.548442 -3.842980
H28 3.099609 4.907683 6.166323
H29 -0.555145 1.052938 3.522581

Forces on atoms 1 to 6 (eV/Å):
-0.1 0.2 0.7
0.3 -0.3 0.0
-0.1 0.0 0.2
0.2 0.9 -0.3
0.1 -0.2 0.0
-0.5 -0.2 -0.8

natural (NBO) atomic charge list, values in e, 4 entries: S 2.43; O -0.94; O -0.95; N -0.87

=====

4.
# C21H29N3O3S

An isolated molecule of C21H29N3O3S (ωB97M-V/def2-TZVPD, the OMol25 dataset).

Output
**SMILES string**: CCCCc1c(O)nc(SCC(=O)NC(C)(C)C)n(-c2ccccc2C)c1=O
**M**: 403.55 g/mol
**HOMO level**: -8.6 eV
**Electronic energy**: -1605.87685 Eh
**Net charge**: 0
**Kohn-Sham gap**: 9.05 eV
**Relative energy (zero: lowest compared OMol25 entry of this formula, charge and spin)**: 0.00 kcal per mole

Element x y z (Å)
S1 0.976781 2.584012 1.186540
O1 2.989374 -1.811489 0.411855
O2 -1.271032 -1.626439 2.452414
O3 -2.057627 3.998015 0.124886
N1 -0.152102 0.263669 1.837825
N2 -2.229078 1.782289 0.632392
N3 1.957132 0.165965 0.854974
C1 5.217539 1.884271 0.612172
C2 -0.644780 3.102488 1.842413
C3 3.071167 0.873787 0.302674
C4 -3.164578 1.345922 -0.406131
C5 5.243606 2.207936 -0.733051
C6 -0.821470 -3.468153 -0.502726
C7 2.012867 -1.254396 0.865245
C8 3.082908 1.181591 -1.056993
C9 -2.492112 1.470937 -1.776567
C10 -3.508090 -0.114429 -0.112628
C11 4.187357 1.857948 -1.555415
C12 -1.145908 -4.144227 -1.828748
C13 -4.427383 2.206447 -0.349688
C14 4.127432 1.211780 1.132749
C15 0.851156 -1.879846 1.437886
C16 -0.164205 -1.094608 1.902846
C17 -1.724715 3.020711 0.758637
C18 0.892304 0.839869 1.318098
C19 0.793043 -3.377809 1.462618
C20 0.508061 -3.953034 0.069551
C21 1.936045 0.791573 -1.936277
H1 6.093148 2.730909 -1.145719
H2 -3.175087 1.161701 -2.562633
H3 4.219052 2.108092 -2.605590
H4 -1.734950 1.050087 1.134370
H5 -0.506775 4.142617 2.133427
H6 0.016500 -3.692025 2.160644
H7 -1.618847 -3.669516 0.216485
H8 -1.223894 -5.221072 -1.697270
H9 -3.986786 -0.206055 0.860112
H10 -2.614169 -0.735226 -0.124714
H11 4.088932 0.941542 2.177311
H12 1.029880 1.319105 -1.635968
H13 -0.867715 2.480851 2.706770
H14 1.749484 -0.279376 -1.860285
H15 -4.894639 2.126574 0.629283
H16 0.493454 -5.042311 0.141817
H17 1.760097 -3.755080 1.800976
H18 -0.776720 -2.386078 -0.653488
H19 -0.363849 -3.945634 -2.558430
H20 -5.135685 1.877601 -1.104905
H21 -2.089693 -3.777774 -2.226757
H22 -4.174380 3.246732 -0.529960
H23 2.147720 1.036034 -2.973335
H24 -1.844698 -0.909242 2.754246
H25 -4.192750 -0.492941 -0.866370
H26 6.042992 2.149021 1.254615
H27 1.322592 -3.671781 -0.600265
H28 -1.602924 0.844005 -1.822002
H29 -2.203955 2.504462 -1.949914

Forces on atoms 1 to 6 (eV/Å):
0.0 0.4 0.0
0.1 -0.1 -0.1
0.0 -0.2 0.0
0.0 0.4 -0.3
0.0 0.0 0.2
-0.3 -0.5 0.0

natural (NBO) atomic charge list, values in e, 4 entries: S 0.32; O -0.61; O -0.66; O -0.63